1.
The following is a quantum chemistry calculation of C29H62AsBr3F9N8O10 as an isolated structure, from OMol25.

Results
- Orbital gap: 7.757 eV
- Highest occupied orbital energy: -6.60 eV
- LUMO: 1.1562 eV
- Charge: -1
- Multiplicity: 1
- Maximum force: 5.0 eV Å⁻¹
- Energy relative to the best compared isomer or geometry (same formula, charge and spin): 2.555 eV

```
122
Properties=species:S:1:pos:R:3:mulliken_charge:R:1
As 0.308 0.400 -0.458 2.09
F 1.542 -0.589 0.373 -0.57
F 1.451 0.559 -1.810 -0.47
F -0.928 1.307 -1.490 -0.47
F -0.989 0.215 0.830 -0.43
F 1.016 1.860 0.273 -0.40
F -0.352 -1.144 -1.127 -0.42
C -2.132 -2.747 -4.121 -0.55
C -2.884 -3.255 -2.996 0.84
O -3.645 -4.210 -3.058 -0.75
N -2.689 -2.635 -1.819 0.25
C -3.316 -2.851 -0.536 -0.90
H -2.706 -1.941 -4.578 -0.09
H -2.101 -3.547 -4.861 0.35
H -1.115 -2.495 -3.822 0.09
H -2.022 -1.878 -1.792 -0.11
H -2.903 -3.821 -0.258 0.43
H -4.403 -2.807 -0.604 0.37
H -2.907 -2.192 0.229 0.01
C -2.309 -0.397 6.980 -1.29
C -1.806 0.018 5.602 0.67
O -0.807 -0.600 5.150 -0.78
N -2.341 1.097 5.070 -0.11
C -2.004 1.595 3.736 -0.47
H -2.229 -1.468 7.166 0.33
H -3.296 0.035 7.146 0.38
H -1.688 0.073 7.743 0.29
H -2.985 1.609 5.656 0.22
H -1.060 1.224 3.338 -0.11
H -1.922 2.678 3.835 0.34
H -2.723 1.373 2.948 0.25
C 1.733 2.091 4.279 -0.80
C 1.286 3.501 3.903 0.88
O 1.443 4.435 4.702 -0.72
N 0.828 3.612 2.658 0.27
C 0.191 4.826 2.164 -0.74
H 2.806 2.256 4.376 0.32
H 1.574 1.351 3.495 0.02
H 1.348 1.715 5.227 0.28
H 1.033 2.937 1.934 -0.12
H -0.886 4.895 2.314 0.31
H 0.394 4.961 1.101 0.00
H 0.504 5.714 2.713 0.40
C 3.651 -3.212 0.711 -0.57
C 2.483 -4.047 0.206 0.90
O 2.305 -5.154 0.660 -0.67
N 1.572 -3.345 -0.510 1.02
C 0.488 -4.020 -1.226 -0.76
H 3.356 -2.164 0.643 -0.28
H 4.520 -3.335 0.066 0.26
H 3.970 -3.504 1.712 0.37
H 1.690 -2.351 -0.643 -0.88
H -0.441 -3.799 -0.701 0.00
H 0.654 -5.095 -1.297 0.50
H 0.401 -3.488 -2.174 0.10
C -2.642 3.061 -3.550 -0.60
C -4.131 2.882 -3.859 0.23
O -4.926 3.711 -3.487 -0.63
N -4.633 1.836 -4.489 -0.09
C -3.860 0.617 -4.847 -0.69
H -1.997 2.444 -4.175 0.36
H -2.460 2.828 -2.501 -0.01
H -2.380 4.108 -3.706 0.38
H -5.598 1.851 -4.790 0.30
H -4.509 -0.241 -5.022 0.41
H -3.195 0.450 -4.000 0.00
H -3.267 0.856 -5.730 0.31
C -7.447 2.586 -1.287 -1.07
C -6.498 1.682 -0.524 0.76
O -6.914 1.031 0.394 -0.65
N -5.208 1.637 -0.895 0.11
C -4.157 0.764 -0.297 -0.87
H -7.433 3.642 -1.019 0.27
H -8.470 2.213 -1.343 0.33
H -7.186 2.743 -2.333 0.22
H -4.925 2.108 -1.742 0.19
H -3.807 0.167 -1.139 0.22
H -4.374 0.076 0.520 0.31
H -3.324 1.359 0.079 0.22
C -0.415 -2.464 2.567 0.52
C 0.210 -3.458 3.529 0.41
O 0.630 -4.532 3.084 -0.69
N 0.271 -3.102 4.789 0.02
C 0.965 -3.746 5.841 -1.09
H -1.496 -2.600 2.516 0.33
H 0.102 -2.490 1.608 -0.41
H -0.322 -1.438 2.925 -0.23
H -0.106 -2.228 5.125 0.40
H 1.060 -4.812 5.637 0.38
H 0.412 -3.568 6.764 0.28
H 1.981 -3.364 5.945 0.31
C 4.221 1.547 1.164 -0.05
C 5.533 1.809 0.390 0.43
O 5.755 1.290 -0.692 -0.64
N 6.404 2.597 0.995 -0.17
C 7.624 3.158 0.502 -0.91
H 3.298 1.706 0.606 -0.36
H 4.085 2.152 2.060 0.22
H 4.229 0.509 1.496 0.25
H 6.156 2.781 1.957 0.24
H 8.358 3.228 1.304 0.31
H 7.369 4.183 0.230 0.30
H 8.089 2.622 -0.326 0.30
C 4.345 -1.395 -2.137 -1.24
C 3.278 -2.100 -2.937 0.64
O 3.724 -2.264 -4.221 -0.27
C 2.837 -2.594 -5.197 0.24
O 1.594 -2.799 -5.078 -0.53
C 3.464 -2.725 -6.559 0.90
F 2.899 -1.885 -7.398 -0.26
F 4.800 -2.612 -6.617 -0.24
F 3.097 -3.911 -6.992 -0.26
H 5.159 -2.115 -2.057 0.46
H 4.084 -1.057 -1.134 0.00
H 4.846 -0.546 -2.601 0.40
H 2.400 -1.455 -2.925 0.00
H 3.004 -3.057 -2.493 0.10
C 1.654 4.333 -2.115 0.73
Br 1.368 3.689 -3.951 -0.09
Br 0.645 6.023 -1.740 -0.10
Br 3.585 4.508 -1.631 -0.05
H 1.188 3.524 -1.554 -0.67
```

=====

2.
The following is a quantum chemistry calculation of C63H51AsAuF9NO3P as an isolated structure, from OMol25.

Results
- Orbital gap: 6.537 eV
- Highest occupied orbital energy: -7.75 eV
- LUMO: -1.2155 eV
- Multiplicity: 1
- Maximum force: 1.3 eV Å⁻¹
- Energy relative to the best compared isomer or geometry (same formula, charge and spin): 0.000 eV

```
130
Properties=species:S:1:pos:R:3:mulliken_charge:R:1
Au 0.231 -0.398 -0.468 1.74
O -1.126 1.431 -0.083 -0.37
C -2.338 1.697 -0.660 2.33
C -2.843 0.401 -1.353 -1.19
C -2.875 -0.805 -0.491 0.26
C -4.081 -1.355 -0.071 -0.63
C -4.094 -2.464 0.748 -1.30
C -2.889 -2.999 1.165 -0.56
C -1.716 -2.413 0.731 -0.09
C -0.385 -2.824 1.285 -1.79
C 0.156 -1.689 2.186 2.58
O 0.790 -0.669 1.404 -0.04
C -1.003 -1.170 3.022 0.38
C -1.523 -2.009 4.010 -0.04
C -2.619 -1.624 4.758 -1.06
C -3.216 -0.390 4.521 -0.80
C -2.701 0.444 3.545 -0.65
C -1.590 0.064 2.795 0.52
C 1.281 -2.186 3.094 -0.76
C 2.058 -3.294 2.769 -0.28
C 3.131 -3.668 3.567 -1.00
C 3.447 -2.930 4.698 -0.60
C 2.681 -1.822 5.029 -0.80
C 1.604 -1.458 4.234 0.23
N -1.713 -1.370 -0.111 0.52
C -2.276 2.736 -1.795 -0.59
C -1.069 2.958 -2.433 0.49
C -0.961 3.863 -3.478 -0.30
C -2.078 4.563 -3.909 -1.03
C -3.300 4.340 -3.286 -0.88
C -3.395 3.437 -2.238 -0.32
C -3.275 2.253 0.416 0.12
C -4.633 1.981 0.498 0.16
C -5.431 2.579 1.469 -1.09
C -4.881 3.484 2.360 -0.70
C -3.524 3.782 2.275 -0.75
C -2.734 3.165 1.322 -0.19
H -2.113 0.235 -2.134 -1.49
H -3.813 0.528 -1.838 1.20
H -5.004 -0.902 -0.403 0.56
H -5.031 -2.893 1.078 0.45
H -2.846 -3.839 1.844 0.49
H 0.330 -2.993 0.478 0.07
H -0.494 -3.746 1.853 0.67
H -1.054 -2.966 4.205 0.48
H -3.009 -2.283 5.522 0.42
H -4.079 -0.084 5.097 0.44
H -3.172 1.398 3.346 0.30
H -1.226 0.705 1.998 -0.14
H 1.848 -3.869 1.879 0.28
H 3.726 -4.531 3.298 0.44
H 4.291 -3.212 5.312 0.42
H 2.921 -1.237 5.906 0.41
H 1.007 -0.594 4.499 0.50
H -0.215 2.378 -2.116 -0.37
H -0.004 4.009 -3.963 0.42
H -2.002 5.270 -4.725 0.39
H -4.181 4.877 -3.611 0.43
H -4.355 3.291 -1.757 0.45
H -5.097 1.304 -0.207 0.55
H -6.486 2.344 1.515 0.44
H -5.500 3.957 3.110 0.38
H -3.083 4.493 2.960 0.42
H -1.676 3.378 1.257 0.27
F 1.747 -2.726 -4.098 -0.27
C 1.308 -1.555 -4.566 -0.05
F 2.318 -0.692 -4.480 -0.18
F 1.048 -1.726 -5.863 -0.29
C 0.070 -1.040 -3.737 0.55
O 0.541 -0.483 -2.598 0.83
C -0.678 -0.027 -4.666 0.08
F -1.245 -0.640 -5.710 -0.30
F 0.195 0.872 -5.135 -0.28
F -1.638 0.640 -4.042 -0.17
C -0.844 -2.272 -3.458 0.06
F -0.941 -3.088 -4.508 -0.29
F -2.085 -1.896 -3.131 -0.25
F -0.369 -2.986 -2.432 -0.16
C 3.575 0.424 0.417 -0.68
C 3.972 -0.630 1.419 -0.39
As 5.451 -0.086 2.608 0.31
C 6.656 0.589 1.221 0.02
C 6.535 1.822 0.583 0.11
C 7.388 2.166 -0.456 -0.62
C 8.375 1.281 -0.872 -0.51
C 8.509 0.055 -0.240 -0.66
C 7.656 -0.285 0.802 -0.60
C 4.698 1.599 3.254 0.16
C 3.324 1.732 3.450 0.50
C 2.797 2.891 4.002 -0.80
C 3.637 3.931 4.371 -0.66
C 5.006 3.804 4.187 -0.64
C 5.533 2.646 3.636 -0.48
P 2.409 0.054 -0.937 0.62
C 2.478 1.639 -1.782 1.99
C 3.221 1.897 -2.930 -0.27
C 3.343 3.200 -3.389 -1.18
C 2.733 4.241 -2.706 -0.87
C 1.988 3.984 -1.565 -0.35
C 1.856 2.684 -1.101 -1.08
C 3.267 -1.354 -1.667 1.90
C 2.749 -2.626 -1.468 0.07
C 3.492 -3.745 -1.806 -1.09
C 4.760 -3.601 -2.347 -0.84
C 5.288 -2.332 -2.537 -1.10
C 4.551 -1.211 -2.190 -1.14
H 4.454 0.695 -0.187 -0.04
H 3.232 1.343 0.896 1.13
H 4.324 -1.541 0.926 0.74
H 3.141 -0.908 2.053 -0.73
H 5.773 2.525 0.899 0.32
H 7.280 3.127 -0.943 0.42
H 9.040 1.552 -1.681 0.41
H 9.283 -0.635 -0.550 0.43
H 7.772 -1.244 1.296 0.38
H 2.649 0.939 3.155 0.20
H 1.727 2.980 4.139 0.53
H 3.228 4.836 4.799 0.40
H 5.668 4.611 4.473 0.40
H 6.605 2.562 3.499 0.47
H 3.678 1.096 -3.489 0.45
H 3.912 3.396 -4.287 0.51
H 2.826 5.255 -3.072 0.43
H 1.485 4.787 -1.045 0.45
H 1.247 2.487 -0.223 -0.02
H 1.751 -2.745 -1.068 -0.11
H 3.072 -4.730 -1.655 0.51
H 5.339 -4.474 -2.615 0.42
H 6.281 -2.208 -2.948 0.46
H 5.004 -0.235 -2.303 0.42
```